Record 1
The following is a quantum chemistry calculation of a cluster of 15 separate species, CH32O15 in total in a non-equilibrium geometry, from OMol25.

```
48
Properties=species:S:1:pos:R:3
C -2.5442 2.9541 -0.9872
O -1.2047 2.6334 -0.9608
H -2.8034 3.3438 -1.9639
H -3.0546 2.0468 -0.7426
H -2.7834 3.7339 -0.2776
H -0.8452 2.9865 -0.1068
H 1.4818 -3.1201 -1.8682
H 0.0809 -2.9214 -1.6780
O 0.8001 -3.3763 -1.3233
H 0.3476 4.5872 -0.2121
H 0.9622 3.5146 0.5147
O 0.2448 4.1543 0.6073
H 3.5808 1.5979 1.7733
H 2.2687 1.7783 0.9973
O 2.9001 1.1775 1.3668
H -1.2557 0.9879 -0.4276
H -0.2471 -0.2102 0.2895
O -1.2348 0.1047 0.1287
H 0.6269 -3.3714 0.6899
H 1.0071 -3.7972 2.2082
O 0.7593 -3.1261 1.6434
H -1.2943 -1.1773 -0.6457
H -2.1402 -2.0178 -1.6897
O -1.3032 -1.7048 -1.6061
H -0.3015 -2.1753 2.7913
H -0.4192 -0.6000 3.0714
O -0.6955 -1.4422 3.0394
H 3.0595 -2.8433 2.1083
H 2.2213 -2.1866 0.8426
O 3.2081 -2.4240 1.2181
H -4.6870 0.2573 0.0195
H -3.2307 -0.4307 0.0406
O -4.1666 -0.5068 0.2520
H -4.0243 -2.2457 -0.6931
H -3.6480 -1.2840 -1.8908
O -3.8310 -2.2576 -1.6344
H 0.3366 0.5537 -1.6564
H 0.6355 -0.8998 -1.6204
O 0.9271 -0.0040 -1.2597
H 3.7923 -1.1463 -1.4826
H 2.7055 -0.3233 -2.2840
O 3.3506 -0.9807 -2.3102
H 2.2893 2.0650 -0.8548
H 1.9812 3.2286 -1.8535
O 1.9598 3.0118 -0.9759
H 1.6851 0.0333 2.6614
H 1.4530 1.0274 3.7556
O 1.0495 0.7950 2.9858
```

Its LUMO energy (spin up / spin down) is -3.13 / -10.63 eV. The calculation puts the HOMO-LUMO gap (spin up / spin down) at 0.4023 / 0.1238 Eh. The energy above the lowest of the compared OMol25 structures with the same formula, charge and spin is 474.69 kJ/mol. The value obtained for the HOMO energy (spin up / spin down) is -14.1 / -14.0 eV. For the total energy, the calculation gives -1185.34081 Eh. The net charge is +1. As for the spin multiplicity: 2.

Record 2
The following is a quantum chemistry calculation of a cluster of 2 separate species, CH2N2O3S in total in a non-equilibrium geometry, from OMol25.

```
9
Properties=species:S:1:pos:R:3
C 0.7182 -0.3023 0.4347
N -0.0859 0.1342 -0.3957
N -0.5900 -1.0049 2.1382
O 0.2203 2.3990 -1.5528
O 1.8686 -0.5763 0.7137
O -0.4313 0.4893 -2.9302
S 0.5104 0.9799 -1.8782
H -0.9310 -1.8696 1.8105
H -1.2793 -0.2492 1.6597
```

Its LUMO energy is 6.48 eV. The calculation puts the HOMO-LUMO gap at 0.2060 Eh. The energy above the lowest of the compared OMol25 structures with the same formula, charge and spin is 122.96 kJ/mol. The value obtained for the HOMO energy is 0.9 eV. For the total energy, the calculation gives -772.63992 Eh. The net charge is -2. As for the spin multiplicity: 1.

Record 3
The following is a quantum chemistry calculation of a structure of composition C21H24N4O3S in a non-equilibrium geometry, from OMol25.

```
53
Properties=species:S:1:pos:R:3
C 3.7008 0.8455 -2.7211
C 2.9564 1.1573 -1.4796
C 3.3906 0.4796 -0.3956
C 2.9005 0.6767 0.8956
C 1.8730 1.6216 0.8917
C 1.3835 2.0686 -0.0990
C 2.0505 1.8757 -1.1872
H 1.6207 2.4048 -2.3958
H 0.4914 2.6592 -0.1878
S 0.7892 1.5900 2.4388
O -0.3750 2.1680 2.0867
O 1.6452 1.7558 3.4626
N 0.3287 0.1367 2.6276
C 0.1761 -0.9968 1.5328
N 1.0018 -1.9399 1.5158
C 1.0140 -2.9096 0.6832
C 1.7484 -3.9045 0.7284
C 1.7971 -4.8676 -0.3862
C 0.9201 -4.5515 -1.7510
C 0.2693 -3.4984 -1.6312
C 0.2958 -2.5085 -0.6876
N -0.4968 -1.6060 -0.5775
C -0.6126 -0.7321 0.3710
N -1.3413 0.3381 0.4883
H -1.3325 1.0640 0.8642
C -2.2959 0.8354 -0.7521
C -3.6302 0.8353 -0.2354
C -4.1519 1.5424 0.7292
H -4.1680 1.0479 1.8817
C -5.3561 2.3571 0.4117
H -5.4626 3.2994 0.5983
C -5.0589 2.3294 -1.2805
H -6.1013 2.2878 -1.7549
H -4.3822 3.1760 -1.4801
O -4.4831 1.0438 -1.3816
H -6.3407 1.6204 0.5475
H -3.2501 2.4429 0.8385
H -3.9609 -0.4899 0.1623
H -2.0113 0.0756 -1.5600
H -1.9937 1.6451 -1.0345
H -0.3534 -3.1124 -2.4187
H 1.1217 -5.4335 -2.3109
H 2.4416 -5.7909 -0.4052
H 2.3684 -4.1729 1.5997
H 0.8212 -0.5534 3.3306
C 3.3498 0.0513 2.1358
H 3.2437 0.6280 3.0961
H 2.8896 -0.8783 2.3396
H 4.4888 -0.2800 1.8767
H 4.5238 -0.2862 -0.3696
H 3.6963 1.7508 -3.4708
H 3.2272 0.0609 -3.4040
H 4.6331 0.6415 -2.7762
```

Its LUMO energy is 0.13 eV. The calculation puts the HOMO-LUMO gap at 0.2804 Eh. The energy above the lowest of the compared OMol25 structures with the same formula, charge and spin is 2171.96 kJ/mol. The value obtained for the HOMO energy is -7.5 eV. For the total energy, the calculation gives -1656.80015 Eh. As for the spin multiplicity: 1.

Record 4
The following is a quantum chemistry calculation of a structure of composition H4INP2 in a non-equilibrium geometry, from OMol25.

```
8
Properties=species:S:1:pos:R:3
N -0.1153 1.2573 -0.7770
P 0.3246 -1.1633 1.0603
P -1.6587 1.0890 -0.7113
I 0.6918 3.1933 -0.6474
H 0.5590 -0.4545 -0.0922
H 1.6533 -1.0098 1.3005
H 0.1435 -2.4391 0.5788
H -1.5983 -0.4730 -0.7116
```

Its LUMO energy is -0.87 eV. The calculation puts the HOMO-LUMO gap at 0.3060 Eh. The energy above the lowest of the compared OMol25 structures with the same formula, charge and spin is 197.99 kJ/mol. The value obtained for the HOMO energy is -9.2 eV. For the total energy, the calculation gives -1037.42725 Eh. As for the spin multiplicity: 1.

Record 5
The following is a quantum chemistry calculation of a cluster of 3 separate species, C4H10N2 in total in a non-equilibrium geometry, from OMol25.

```
16
Properties=species:S:1:pos:R:3
C -0.4098 0.7139 0.2457
C 0.6150 2.4352 -0.7167
N -0.0418 0.0870 -0.8726
N 1.0558 -0.5796 -0.8747
C -1.2927 -1.2691 0.8975
C -0.7362 -2.4682 0.8738
H 1.6207 -0.7070 -0.0390
H 1.2901 -1.0738 -1.7197
H -1.3627 1.2068 0.2335
H 0.1865 0.7401 1.1502
H -2.1785 -1.0659 1.5042
H 1.6726 2.2336 -0.5675
H 0.3367 2.5686 -1.7570
H 0.2093 3.1978 -0.0567
H -1.0848 -3.3200 1.4654
H 0.1197 -2.6993 0.2335
```

Its LUMO energy (spin up / spin down) is 0.36 / 0.48 eV. The calculation puts the HOMO-LUMO gap (spin up / spin down) at 0.2580 / 0.2710 Eh. The energy above the lowest of the compared OMol25 structures with the same formula, charge and spin is 759.69 kJ/mol. The value obtained for the HOMO energy (spin up / spin down) is -6.7 / -6.9 eV. For the total energy, the calculation gives -267.63598 Eh. As for the spin multiplicity: 1.

Question: The highest energy above the lowest of the compared OMol25 structures with the same formula, charge and spin belongs to which entry?
Answer: C21H24N4O3S

Please write out number 3 again, unchanged.
The following is a quantum chemistry calculation of a structure of composition C21H24N4O3S in a non-equilibrium geometry, from OMol25.

```
53
Properties=species:S:1:pos:R:3
C 3.7008 0.8455 -2.7211
C 2.9564 1.1573 -1.4796
C 3.3906 0.4796 -0.3956
C 2.9005 0.6767 0.8956
C 1.8730 1.6216 0.8917
C 1.3835 2.0686 -0.0990
C 2.0505 1.8757 -1.1872
H 1.6207 2.4048 -2.3958
H 0.4914 2.6592 -0.1878
S 0.7892 1.5900 2.4388
O -0.3750 2.1680 2.0867
O 1.6452 1.7558 3.4626
N 0.3287 0.1367 2.6276
C 0.1761 -0.9968 1.5328
N 1.0018 -1.9399 1.5158
C 1.0140 -2.9096 0.6832
C 1.7484 -3.9045 0.7284
C 1.7971 -4.8676 -0.3862
C 0.9201 -4.5515 -1.7510
C 0.2693 -3.4984 -1.6312
C 0.2958 -2.5085 -0.6876
N -0.4968 -1.6060 -0.5775
C -0.6126 -0.7321 0.3710
N -1.3413 0.3381 0.4883
H -1.3325 1.0640 0.8642
C -2.2959 0.8354 -0.7521
C -3.6302 0.8353 -0.2354
C -4.1519 1.5424 0.7292
H -4.1680 1.0479 1.8817
C -5.3561 2.3571 0.4117
H -5.4626 3.2994 0.5983
C -5.0589 2.3294 -1.2805
H -6.1013 2.2878 -1.7549
H -4.3822 3.1760 -1.4801
O -4.4831 1.0438 -1.3816
H -6.3407 1.6204 0.5475
H -3.2501 2.4429 0.8385
H -3.9609 -0.4899 0.1623
H -2.0113 0.0756 -1.5600
H -1.9937 1.6451 -1.0345
H -0.3534 -3.1124 -2.4187
H 1.1217 -5.4335 -2.3109
H 2.4416 -5.7909 -0.4052
H 2.3684 -4.1729 1.5997
H 0.8212 -0.5534 3.3306
C 3.3498 0.0513 2.1358
H 3.2437 0.6280 3.0961
H 2.8896 -0.8783 2.3396
H 4.4888 -0.2800 1.8767
H 4.5238 -0.2862 -0.3696
H 3.6963 1.7508 -3.4708
H 3.2272 0.0609 -3.4040
H 4.6331 0.6415 -2.7762
```

Its LUMO energy is 0.13 eV. The calculation puts the HOMO-LUMO gap at 0.2804 Eh. The energy above the lowest of the compared OMol25 structures with the same formula, charge and spin is 2171.96 kJ/mol. The value obtained for the HOMO energy is -7.5 eV. For the total energy, the calculation gives -1656.80015 Eh. As for the spin multiplicity: 1.